No. 1
{"formula": "C50H47BrMnN6O3PS", "method": "ωB97M-V/def2-TZVPD", "symbols": ["Mn", "Br", "C", "C", "C", "C", "C", "C", "N", "N", "C", "C", "C", "C", "O", "C", "N", "C", "C", "C", "C", "H", "H", "H", "H", "H", "H", "H", "H", "H", "C", "C", "C", "C", "C", "O", "C", "N", "C", "C", "C", "C", "C", "C", "P", "C", "C", "C", "C", "C", "C", "C", "C", "C", "C", "C", "C", "H", "H", "H", "H", "H", "H", "H", "H", "H", "H", "H", "H", "H", "H", "H", "H", "H", "H", "H", "H", "H", "H", "H", "H", "C", "C", "C", "N", "C", "S", "N", "C", "O", "C", "C", "C", "C", "C", "C", "H", "H", "H", "H", "H", "H", "H", "H", "H", "H", "H", "H", "H", "H"], "positions_angstrom": [[-0.146690, -0.163843, 0.691182], [-4.515813, 4.352395, -8.916407], [-5.079664, 3.786642, -7.203016], [-4.221539, 3.947219, -6.116510], [-4.620424, 3.520582, -4.873385], [-5.900137, 2.963926, -4.696204], [-6.771228, 2.848542, -5.789975], [-6.344412, 3.222451, -7.042804], [-6.362745, 2.634605, -3.454930], [-5.708366, 2.228922, -2.510978], [-4.529665, 1.558258, -2.462412], [-4.318638, 0.434018, -3.255794], [-3.252991, -0.405323, -2.988289], [-2.323727, -0.147492, -1.991824], [-0.638786, -1.385660, -0.558392], [-2.464445, 1.019222, -1.199515], [-1.568330, 1.324626, -0.215752], [-1.790570, 2.399694, 0.530211], [-2.890786, 3.239332, 0.400625], [-3.809207, 2.963310, -0.582967], [-3.608625, 1.850922, -1.410312], [-3.254909, 4.405180, -6.254647], [-3.972432, 3.654323, -4.018654], [-7.749500, 2.421547, -5.635015], [-6.985779, 3.095992, -7.900362], [-5.028239, 0.186665, -4.031265], [-3.150962, -1.311853, -3.563440], [-1.042087, 2.605571, 1.283160], [-3.003815, 4.086766, 1.056121], [-4.689929, 3.571263, -0.722235], [-2.493885, -3.720294, 2.103840], [-3.389045, -2.668962, 1.455417], [-3.702648, -1.537136, 2.435473], [-2.745269, -2.041441, 0.199846], [-2.507797, -3.038862, -0.952057], [-1.820955, -2.488535, -2.088611], [-1.242801, -1.227513, -1.842071], [-1.465363, -1.491738, 0.534599], [-0.095952, -0.934943, -2.817088], [-0.317606, -1.165251, -4.169511], [0.646646, -0.871033, -5.116576], [1.874198, -0.371937, -4.715861], [2.134774, -0.206054, -3.369633], [1.155313, -0.444630, -2.403989], [1.719964, -0.374820, -0.651744], [2.540136, -2.021565, -0.728877], [3.921917, -2.150741, -0.635869], [4.518179, -3.373363, -0.891019], [3.752618, -4.475075, -1.230265], [2.374364, -4.358546, -1.298002], [1.770302, -3.141657, -1.052133], [3.067808, 0.831747, -0.461073], [3.382579, 1.872508, -1.328971], [4.452498, 2.702781, -1.038254], [5.172065, 2.542964, 0.134553], [4.791419, 1.573071, 1.051361], [3.746983, 0.718099, 0.756572], [-2.945092, -4.058024, 3.031444], [-1.515773, -3.300800, 2.328709], [-2.368134, -4.590129, 1.465609], [-4.321850, -3.145374, 1.138631], [-2.790830, -0.978718, 2.657792], [-4.098706, -1.933382, 3.365711], [-4.439870, -0.852346, 2.020680], [-3.443465, -1.257626, -0.153759], [-3.458771, -3.430236, -1.315074], [-1.902550, -3.868805, -0.570094], [-1.246258, -1.612907, -4.476360], [0.450363, -1.064006, -6.159046], [2.638441, -0.143978, -5.442816], [3.127016, 0.087359, -3.056551], [4.537690, -1.305150, -0.369897], [5.590458, -3.459709, -0.821605], [4.222832, -5.422716, -1.435940], [1.764588, -5.213436, -1.546388], [0.695711, -3.081157, -1.137442], [2.801709, 2.031542, -2.225280], [4.725986, 3.478669, -1.734671], [6.020189, 3.177522, 0.339233], [5.313897, 1.478308, 1.990256], [3.438817, -0.044696, 1.465628], [1.525917, 5.885531, 1.586205], [1.266738, 4.569858, 0.857184], [1.567954, 3.321224, 1.686700], [0.714618, 3.240730, 2.852282], [0.176570, 2.144269, 3.352972], [0.536102, 0.566205, 2.763394], [-0.678882, 2.177063, 4.394757], [-1.558797, 3.201332, 4.880878], [-2.640174, 2.838979, 5.250587], [-1.083755, 4.591504, 4.895583], [-2.024551, 5.596474, 4.662761], [-1.652449, 6.923919, 4.750594], [-0.347471, 7.259557, 5.079770], [0.591906, 6.266330, 5.315783], [0.231713, 4.932464, 5.230696], [1.438751, 6.713345, 0.887791], [2.527791, 5.907303, 2.006082], [0.803867, 6.064846, 2.380263], [1.908908, 4.522480, -0.022167], [0.230627, 4.541440, 0.514384], [2.614900, 3.332920, 2.002268], [1.401009, 2.420566, 1.077590], [0.541519, 4.121966, 3.339354], [-1.030808, 1.256655, 4.661232], [-3.039748, 5.318313, 4.423836], [-2.384126, 7.698390, 4.587602], [-0.066333, 8.295170, 5.183941], [1.603429, 6.527751, 5.582736], [0.943839, 4.159331, 5.484617]], "forces_ev_per_angstrom": [[-0.5, 3.1, 1.8], [-0.1, -0.1, 0.2], [0.0, -0.1, 0.0], [0.0, 0.1, -0.4], [-0.5, -0.3, 0.2], [1.4, 0.2, -1.6], [0.3, -0.1, 0.6], [0.3, 0.2, -0.3], [-1.8, 0.4, 0.6], [-0.9, 0.0, 1.3], [1.5, -0.9, -0.8], [-0.3, 0.6, 0.3], [0.4, 0.0, 0.4], [-0.1, -0.2, 0.2], [-0.3, -1.8, -2.3], [-0.4, -0.1, -0.4], [0.2, 0.1, 0.4], [0.2, -0.3, -0.1], [-0.2, 0.1, -0.3], [0.3, 0.0, 0.3], [0.2, -0.1, -0.2], [0.1, 0.1, 0.0], [0.0, 0.0, 0.0], [-0.1, 0.0, 0.0], [-0.1, 0.0, -0.1], [0.0, 0.0, -0.1], [-0.1, 0.0, 0.0], [-0.1, 0.0, 0.0], [0.0, 0.1, 0.1], [-0.1, 0.1, 0.0], [-0.1, 0.1, -0.1], [0.4, 0.1, 0.0], [0.0, -0.2, -0.2], [-1.3, 0.1, -0.7], [-0.2, -0.3, 0.4], [0.6, 0.5, 0.0], [-0.6, 0.0, -1.6], [-0.3, -1.1, 1.6], [0.2, -0.1, 0.4], [0.0, -0.1, 0.1], [-0.1, -0.1, 0.1], [0.0, 0.0, 0.0], [0.0, 0.1, 0.0], [-0.2, 0.2, 0.1], [1.9, -0.2, -1.5], [0.0, 0.0, 0.4], [-0.1, 0.1, 0.1], [0.1, -0.1, 0.0], [0.1, 0.0, 0.0], [0.0, 0.0, 0.0], [-0.1, 0.0, 0.1], [-0.4, -0.1, 0.3], [-0.1, -0.2, 0.0], [0.0, 0.1, 0.0], [-0.1, 0.0, 0.0], [0.1, 0.0, 0.0], [-0.2, 0.0, -0.1], [0.0, -0.1, 0.1], [0.1, 0.0, 0.1], [0.1, -0.1, 0.0], [0.0, 0.1, -0.1], [0.0, 0.0, 0.1], [0.0, 0.0, 0.1], [0.0, 0.1, 0.0], [0.2, -0.2, 0.1], [0.0, 0.1, 0.1], [-0.1, 0.1, -0.1], [-0.2, 0.0, -0.1], [0.0, 0.0, -0.1], [0.1, 0.0, -0.1], [0.0, 0.0, -0.1], [0.1, 0.0, -0.1], [0.1, 0.0, 0.0], [0.1, -0.1, 0.0], [0.0, -0.1, 0.0], [0.0, 0.0, 0.0], [0.0, 0.0, -0.1], [0.0, 0.1, -0.1], [0.1, 0.1, 0.0], [0.1, 0.0, 0.1], [0.1, 0.0, 0.0], [-0.1, -0.2, -0.2], [0.1, 0.0, 0.2], [0.2, -0.1, -0.8], [-0.5, -0.1, 0.5], [0.0, 0.5, -0.3], [0.5, -0.4, 0.8], [-0.1, -0.5, 0.3], [-0.1, -0.1, 0.0], [0.1, 0.1, 0.0], [0.0, 0.5, 0.1], [0.1, -0.2, 0.0], [0.0, 0.1, 0.0], [0.0, -0.1, 0.0], [0.1, 0.0, 0.0], [-0.3, 0.0, 0.2], [0.0, 0.1, 0.0], [0.1, 0.0, 0.1], [-0.1, 0.0, 0.2], [0.0, -0.1, -0.1], [0.0, 0.0, -0.1], [0.0, -0.1, 0.0], [0.2, 0.3, 0.2], [-0.1, -0.3, -0.1], [0.1, 0.3, -0.2], [-0.1, 0.0, 0.0], [-0.1, 0.1, 0.0], [0.0, 0.1, -0.1], [0.1, 0.1, 0.1], [0.1, -0.1, 0.0]], "charge": 2, "e_homo_ev": [-12.0769, -12.0850], "s_squared": 6.330, "spin_multiplicity": 5, "max_force_ev_per_a": 3.6}


No. 2
{"formula": "C5H8O3", "method": "ωB97M-V/def2-TZVPD", "symbols": ["C", "O", "C", "C", "O", "C", "C", "O", "H", "H", "H", "H", "H", "H", "H", "H"], "positions_angstrom": [[-1.289782, 0.735839, 1.501424], [-1.036618, -0.486951, 1.257866], [0.107536, -0.519261, 0.405399], [0.668114, -1.671612, -0.436440], [1.029967, -0.831462, -1.713950], [1.167568, 0.565305, -1.362632], [0.009913, 0.714866, -0.341859], [-0.561811, 1.594636, 0.665495], [-2.428313, 0.867115, 1.394287], [-1.409233, 0.883071, 2.769746], [0.935011, -0.267835, 1.149272], [1.528664, -2.355151, -0.081723], [-0.168716, -2.541911, -0.931955], [0.772842, 1.089000, -2.370030], [2.182346, 0.866626, -1.215654], [-0.844994, 0.298482, -0.984598]], "forces_ev_per_angstrom": [[-5.4, 4.6, 4.4], [1.6, -6.8, -2.3], [3.7, -1.1, 4.5], [-2.3, -1.8, -3.7], [0.3, -0.9, 2.4], [-2.5, 1.2, -3.2], [-3.1, -2.0, -1.6], [1.8, 0.7, -0.7], [1.2, 0.4, -0.9], [2.0, 0.5, -2.8], [-0.2, -0.7, -0.5], [-1.2, 1.8, -0.3], [2.2, 2.9, 1.7], [1.3, -0.9, 2.2], [0.6, 0.1, 0.8], [0.4, 1.8, 0.0]], "e_homo_ev": -9.0771, "smiles": "C1O[C@H]2COC[C@@H]2O1", "spin_multiplicity": 1, "max_force_ev_per_a": 8.4, "de_lowest_kj_mol": 581.0}


No. 3
{"formula": "CH7NO4", "method": "ωB97M-V/def2-TZVPD", "symbols": ["N", "C", "O", "O", "H", "H", "H", "O", "H", "H", "O", "H", "H"], "positions_angstrom": [[1.454967, -0.655644, -0.527382], [1.817141, -0.461377, 0.731716], [2.858443, -0.674231, 1.320938], [0.778291, 0.170487, 1.553168], [2.287331, -0.845238, -1.083189], [0.828804, -0.051687, -0.984734], [1.241990, 0.092550, 2.399204], [-1.293687, 0.714878, -2.076897], [-1.447004, 1.578365, -2.391423], [-1.734651, 0.672251, -1.264521], [-2.238573, -0.340129, 0.371432], [-2.980247, -0.319091, 1.028386], [-1.572804, 0.118867, 0.923302]], "forces_ev_per_angstrom": [[1.9, -1.0, -0.8], [-0.8, 2.0, 3.8], [-0.6, -0.5, -1.3], [1.3, -1.3, -1.7], [-0.4, -0.2, 0.0], [-1.4, 0.7, -0.3], [-0.3, 0.3, 0.2], [1.6, -1.2, -1.4], [-0.2, 1.6, -0.7], [-1.3, -0.5, 2.1], [-0.6, 0.8, 1.8], [0.5, -0.3, -1.2], [0.2, -0.4, -0.5]], "e_homo_ev": -10.7389, "smiles": "NC(=O)O.O.O", "spin_multiplicity": 1, "max_force_ev_per_a": 4.3, "de_lowest_kj_mol": 53.3}


No. 4
{"formula": "C7H11NOS3", "method": "ωB97M-V/def2-TZVPD", "symbols": ["C", "C", "C", "C", "C", "C", "C", "N", "O", "S", "S", "S", "H", "H", "H", "H", "H", "H", "H", "H", "H", "H", "H"], "positions_angstrom": [[-0.242011, 0.480559, -0.297909], [0.516451, -1.020185, -0.407373], [-1.945100, -1.121256, -0.073678], [2.832476, 0.379500, -0.005878], [-2.385522, 2.321275, 0.693698], [2.842240, -2.423945, -0.128239], [-2.724751, 1.099312, -0.265480], [-1.566095, 0.173155, -0.210907], [0.173699, 1.606530, -0.523889], [-3.526866, -1.659628, 0.102814], [-0.633720, -2.182045, 0.172351], [1.951746, -1.014161, 0.630052], [3.345229, 0.725384, 0.877919], [2.057975, 0.930087, -0.519306], [-1.860648, 3.009702, 0.031786], [-3.321755, 2.604462, 1.021207], [-1.798425, 1.927652, 1.481308], [2.225547, -3.259222, 0.134100], [2.938915, -2.219724, -1.252164], [3.902521, -2.452169, 0.298562], [-3.647308, 0.639401, -0.017088], [-2.848849, 1.484345, -1.208144], [3.714262, -0.029018, -0.533740]], "forces_ev_per_angstrom": [[1.5, -2.3, -1.4], [0.0, 3.9, 0.5], [-1.3, -1.0, 1.4], [1.6, -1.4, 0.4], [0.4, -2.0, -2.9], [1.7, 1.7, -0.8], [2.5, 2.0, 2.5], [-2.8, -0.5, -0.3], [0.2, -0.8, 0.5], [0.8, -0.4, -0.3], [-0.4, -0.7, -0.3], [-0.2, -1.3, -0.3], [-0.5, 1.3, 0.3], [0.5, 0.9, -0.2], [0.0, 0.4, 0.8], [-1.7, 1.4, 0.9], [0.7, 0.1, 0.9], [0.1, -0.8, -0.1], [-0.5, -0.4, 1.6], [-1.6, -0.2, -0.3], [-0.2, -0.8, 0.5], [0.0, 0.7, -2.6], [-0.9, 0.4, -0.7]], "e_homo_ev": -7.3349, "spin_multiplicity": 1, "max_force_ev_per_a": 4.0, "de_lowest_kj_mol": 173.0}